Record 1
The following is a quantum chemistry calculation of a single C4H5ClO2 molecule in a non-equilibrium geometry, from the OMol25 dataset.

Element x y z (Å)
C (1.093, -0.465, -1.255)
C (-0.197, -0.533, -0.497)
C (-1.198, 0.580, 1.186)
C (0.817, 0.057, 0.353)
H (1.833, -1.431, -1.385)
H (-0.420, 0.399, -1.058)
H (-1.490, 0.238, 2.311)
H (-1.994, 1.439, 0.806)
H (1.473, -0.728, 0.911)
O (-1.198, -0.802, 0.482)
O (0.176, 0.989, 0.940)
Cl (1.106, 0.257, -2.795)

Results
* E_HOMO: -9.20 eV
* ΔE to the lowest compared entry with this formula, charge and spin: 621.6 kJ/mol
* orbital gap: 10.0 eV
* LUMO energy: 0.842 eV

Charges obtained by Löwdin population analysis, quoted in units of e: atom 1 (C): -0.590, atom 2 (C): -0.359, atom 3 (C): -0.061, atom 4 (C): -0.325, atom 5 (H): 0.136, atom 6 (H): 0.103, atom 7 (H): 0.168, atom 8 (H): 0.177, atom 9 (H): 0.182, atom 10 (O): -0.071, atom 11 (O): -0.031, atom 12 (Cl): 0.671

=====

Record 2
The following is a quantum chemistry calculation of a molecular structure, C4H5ClOS in a non-equilibrium geometry, from the OMol25 dataset.

Element x y z (Å)
C (0.688, -0.683, 0.537)
C (-0.084, -0.530, -0.760)
C (2.863, 0.352, -0.020)
C (-1.276, 0.256, -0.604)
O (0.281, -1.024, -1.827)
S (2.445, -1.211, 0.384)
Cl (4.580, 0.322, -0.408)
H (0.264, -1.386, 1.167)
H (0.714, 0.303, 1.035)
H (-1.833, 0.357, -1.526)
H (-1.734, -0.277, 0.112)
H (-1.014, 1.230, -0.227)

Results
* E_HOMO: -9.26 eV
* ΔE to the lowest compared entry with this formula, charge and spin: 244.0 kJ/mol
* orbital gap: 8.9 eV
* LUMO energy: -0.389 eV

Charges obtained by Löwdin population analysis, quoted in units of e: atom 1 (C): -0.405, atom 2 (C): -0.509, atom 3 (C): -0.849, atom 4 (C): -0.010, atom 5 (O): 0.065, atom 6 (S): 0.857, atom 7 (Cl): 0.441, atom 8 (H): 0.054, atom 9 (H): 0.087, atom 10 (H): 0.108, atom 11 (H): 0.058, atom 12 (H): 0.105

=====

Record 3
The following is a quantum chemistry calculation of a single C4H5ClS molecule in a non-equilibrium geometry, from the OMol25 dataset.

Element x y z (Å)
C (-0.505, -0.842, 0.360)
C (-0.845, 0.124, 1.199)
C (0.927, 0.878, -0.361)
C (0.256, -0.379, -0.890)
H (-1.604, 0.070, 1.995)
H (1.236, 1.608, -1.050)
H (1.758, 0.486, 0.258)
H (-0.488, -0.108, -1.552)
H (0.914, -1.175, -1.161)
S (-0.361, 1.710, 0.645)
Cl (-1.288, -2.373, 0.557)

Results
* E_HOMO: -8.22 eV
* ΔE to the lowest compared entry with this formula, charge and spin: 46.4 kJ/mol
* orbital gap: 9.1 eV
* LUMO energy: 0.836 eV

Charges obtained by Löwdin population analysis, quoted in units of e: atom 1 (C): -0.783, atom 2 (C): -0.488, atom 3 (C): -0.446, atom 4 (C): -0.229, atom 5 (H): 0.081, atom 6 (H): 0.050, atom 7 (H): 0.099, atom 8 (H): 0.088, atom 9 (H): 0.107, atom 10 (S): 0.875, atom 11 (Cl): 0.647

=====

Record 4
The following is a quantum chemistry calculation of a single C4H5ClS molecule in a non-equilibrium geometry, from the OMol25 dataset.

Element x y z (Å)
C (0.692, 0.719, 0.932)
C (-0.072, -0.075, -0.082)
C (-0.476, 0.402, -1.276)
C (-0.371, -1.518, 0.172)
H (1.641, 0.190, 1.295)
H (1.115, 1.608, 0.424)
H (0.128, 1.120, 1.826)
H (-1.069, -0.205, -1.954)
H (0.256, -1.915, 0.896)
S (-1.613, -2.405, -0.446)
Cl (-0.232, 2.079, -1.787)

Results
* E_HOMO: -8.95 eV
* ΔE to the lowest compared entry with this formula, charge and spin: 94.3 kJ/mol
* orbital gap: 8.0 eV
* LUMO energy: -0.926 eV

Charges obtained by Löwdin population analysis, quoted in units of e: atom 1 (C): -0.093, atom 2 (C): -0.439, atom 3 (C): -0.483, atom 4 (C): -0.586, atom 5 (H): 0.104, atom 6 (H): 0.044, atom 7 (H): 0.103, atom 8 (H): 0.046, atom 9 (H): 0.021, atom 10 (S): 0.678, atom 11 (Cl): 0.603

=====

Record 5
The following is a quantum chemistry calculation of a single C4H5ClS2 molecule in a non-equilibrium geometry, from the OMol25 dataset.

Element x y z (Å)
C (0.312, 2.131, -0.409)
C (-0.389, 0.924, 0.109)
C (1.749, -0.643, 0.637)
C (-1.505, 0.545, -0.557)
H (-0.225, 2.661, -1.247)
H (0.269, 2.827, 0.441)
H (1.369, 1.870, -0.571)
H (2.603, -0.907, 1.371)
H (-1.908, 1.126, -1.337)
S (0.212, 0.024, 1.390)
S (2.097, -0.688, -0.944)
Cl (-2.356, -0.864, -0.263)

Results
* E_HOMO: -8.91 eV
* ΔE to the lowest compared entry with this formula, charge and spin: 108.7 kJ/mol
* orbital gap: 8.4 eV
* LUMO energy: -0.504 eV

Charges obtained by Löwdin population analysis, quoted in units of e: atom 1 (C): -0.132, atom 2 (C): -0.821, atom 3 (C): -0.934, atom 4 (C): -0.625, atom 5 (H): 0.105, atom 6 (H): 0.079, atom 7 (H): 0.041, atom 8 (H): 0.041, atom 9 (H): 0.057, atom 10 (S): 0.877, atom 11 (S): 0.645, atom 12 (Cl): 0.667

=====

Record 6
The following is a quantum chemistry calculation of a molecular structure, C4H5CrLiO3 in a non-equilibrium geometry, from the OMol25 dataset.

Element x y z (Å)
Cr (0.562, 2.409, 0.241)
O (1.324, 0.318, -0.112)
C (2.586, -0.371, -0.183)
H (2.772, -0.912, 0.750)
H (2.551, -1.060, -1.033)
H (3.328, 0.418, -0.327)
C (-2.839, 0.605, -0.258)
C (-1.576, 0.169, -0.252)
O (-0.704, 0.848, 0.637)
C (0.230, -0.363, 0.205)
O (0.162, -1.561, 0.385)
Li (-1.757, -2.037, 0.456)
H (-3.619, -0.117, -0.509)
H (-3.020, 1.654, -0.002)

Results
* net charge: +1
* E_HOMO (spin up / spin down): -11.44 / -11.92 eV
* multiplicity: 6
* ΔE to the lowest compared entry with this formula, charge and spin: 219.4 kJ/mol
* orbital gap (spin up / spin down): 7.3 / 8.0 eV
* LUMO energy (spin up / spin down): -4.129 / -3.948 eV

Charges obtained by Löwdin population analysis, quoted in units of e: atom 1 (Cr): 0.833, atom 2 (O): -0.121, atom 3 (C): 0.025, atom 4 (H): 0.117, atom 5 (H): 0.117, atom 6 (H): 0.110, atom 7 (C): -0.012, atom 8 (C): -0.299, atom 9 (O): -0.196, atom 10 (C): -0.526, atom 11 (O): 0.021, atom 12 (Li): 0.818, atom 13 (H): 0.046, atom 14 (H): 0.067

=====

Record 7
The following is a quantum chemistry calculation of a molecular structure, C4H5CrO4 in a non-equilibrium geometry, from the OMol25 dataset.

Element x y z (Å)
O (1.855, -0.703, -0.343)
C (2.231, 2.719, 0.079)
O (2.869, 3.512, 0.556)
O (-0.567, 1.436, 0.659)
C (-1.491, 0.637, 0.723)
C (-1.468, -0.651, -0.041)
O (-0.360, -0.693, -0.897)
C (0.813, -1.535, -0.527)
Cr (0.915, 0.961, -0.647)
H (-2.372, 0.848, 1.351)
H (-2.407, -0.730, -0.613)
H (-1.478, -1.480, 0.687)
H (0.940, -2.232, -1.373)
H (0.521, -2.090, 0.385)

Results
* net charge: +1
* E_HOMO (spin up / spin down): -13.13 / -13.92 eV
* multiplicity: 5
* ΔE to the lowest compared entry with this formula, charge and spin: 0.0 kJ/mol
* orbital gap (spin up / spin down): 8.4 / 9.2 eV
* LUMO energy (spin up / spin down): -4.781 / -4.735 eV

Charges obtained by Löwdin population analysis, quoted in units of e: atom 1 (O): -0.253, atom 2 (C): 0.075, atom 3 (O): 0.198, atom 4 (O): -0.026, atom 5 (C): -0.094, atom 6 (C): -0.139, atom 7 (O): -0.195, atom 8 (C): -0.312, atom 9 (Cr): 0.970, atom 10 (H): 0.166, atom 11 (H): 0.165, atom 12 (H): 0.162, atom 13 (H): 0.146, atom 14 (H): 0.139

=====

Record 8
The following is a quantum chemistry calculation of a molecular structure, C4H5CsMgO2 in a non-equilibrium geometry, from the OMol25 dataset.

Element x y z (Å)
H (2.005, 2.123, 3.555)
C (-1.510, 3.627, 5.161)
C (-0.752, 4.901, 5.214)
C (-0.882, 5.359, 6.664)
C (-1.676, 4.353, 7.407)
O (-1.976, 3.387, 6.532)
O (-1.871, 2.885, 4.309)
Cs (-4.316, -0.617, 2.987)
Mg (-3.366, 1.984, 7.240)
H (-1.179, 5.596, 4.479)
H (0.282, 4.695, 4.905)
H (-1.417, 6.319, 6.786)
H (0.073, 5.501, 7.193)

Results
* net charge: +2
* E_HOMO (spin up / spin down): -14.83 / -15.89 eV
* orbital gap (spin up / spin down): 8.1 / 7.6 eV
* LUMO energy (spin up / spin down): -6.738 / -8.265 eV

Charges obtained by Löwdin population analysis, quoted in units of e: atom 1 (H): 0.036, atom 2 (C): -0.373, atom 3 (C): -0.043, atom 4 (C): -0.144, atom 5 (C): 0.064, atom 6 (O): -0.263, atom 7 (O): 0.159, atom 8 (Cs): 0.910, atom 9 (Mg): 1.032, atom 10 (H): 0.162, atom 11 (H): 0.153, atom 12 (H): 0.155, atom 13 (H): 0.154

=====

Summary of total energy in Eh
-765.8167 -1088.9257 -1013.7621 -1013.7439 -1411.9222 -1432.7406 -1500.5647 -525.3847
(order as listed above)